A cluster of 2 separate species, C22H22FN5O4S in total. Source: the Open Molecules 2025 dataset; level of theory: ωB97M-V/def2-TZVPD.

Lowest unoccupied orbital energy, eV: -0.11
HOMO-LUMO gap, Ha: 0.28960
HOMO level, eV: -8.0
SMILES string: N#Cc1cccc(-c2csc(Nc3cc(F)ccc3O)n2)c1.CNC(=O)[C@H](CO)NC(C)=O
Calculated total energy, eV: -52365.0000

```
55
Properties=species:S:1:pos:R:3:mulliken_charge:R:1
C 2.06 -1.48 0.18 -0.169
C 4.69 -3.36 3.18 -0.110
C -2.61 4.49 -3.28 0.418
N -3.71 5.13 -2.86 -0.129
H -4.12 4.84 -1.99 0.268
H 4.38 -5.11 6.64 0.404
O 7.07 -3.13 3.55 -0.560
N 4.90 -2.74 1.95 -0.105
N 2.70 -2.08 1.26 -0.386
H -3.27 -0.77 0.24 0.471
C 4.48 -4.62 5.68 -0.541
O -2.09 4.73 -4.36 -0.677
H -1.62 3.93 -1.50 0.376
C 3.45 -3.82 3.64 -0.336
H -0.39 1.99 -2.24 0.327
H 5.88 -2.56 1.74 0.289
C -0.11 -0.99 -1.01 -0.847
H 2.56 -3.72 3.05 0.467
H -4.42 -0.03 -1.71 0.134
C 5.73 -4.18 5.23 -0.735
N -3.05 2.46 -1.83 -0.078
F 2.14 -4.90 5.32 -0.309
S 4.55 -1.52 -0.46 -0.249
C 3.99 -2.18 1.06 0.527
C -0.85 2.63 -2.99 -0.677
C -4.03 1.89 -2.54 0.789
H 6.60 -4.33 5.85 0.251
C -0.12 -1.37 1.38 -0.416
H -5.83 0.78 -2.39 0.372
C -2.03 3.39 -2.36 -0.160
C -4.93 0.92 -1.81 -1.157
H 2.59 -0.62 -1.75 0.386
C -4.40 6.15 -3.64 -0.900
C -2.19 -0.90 0.22 -0.454
H -2.02 -0.61 -1.92 0.393
C -1.49 -0.81 -0.99 -0.420
C 5.84 -3.55 3.98 1.163
N -2.81 -1.28 3.65 -0.528
C 3.34 -4.45 4.89 -0.051
H -0.10 3.35 -3.32 0.365
H -5.19 1.31 -0.83 0.377
H 7.74 -3.33 4.22 0.308
O -4.24 2.13 -3.72 -0.606
O -1.25 1.84 -4.09 -0.548
H -5.25 6.55 -3.08 0.339
H -2.95 2.16 -0.87 0.248
H 0.40 -1.58 2.31 0.585
H -4.76 5.71 -4.57 0.290
C -2.22 -1.24 2.65 -0.082
C 2.90 -1.11 -0.84 -0.568
H -1.77 2.40 -4.67 0.382
H 0.40 -0.93 -1.97 0.331
C -1.51 -1.17 1.41 0.159
H -3.71 6.96 -3.88 0.284
C 0.60 -1.28 0.18 1.095
```

A structure of composition C11H20Al2BBr4Cl6F2N2O14SSi2. Source: the Open Molecules 2025 dataset; level of theory: ωB97M-V/def2-TZVPD.

Total charge: +1
Lowest unoccupied orbital energy, eV: -9.63
HOMO-LUMO gap, Ha: 0.02913
HOMO level, eV: -10.4
Energy above the lowest of the compared OMol25 structures with the same formula, charge and spin, eV: 7.1927
Calculated total energy, eV: -444558.6976

```
65
Properties=species:S:1:pos:R:3:mulliken_charge:R:1
O -3.32 3.39 4.44 -0.282
C -6.94 9.85 8.38 -0.296
O 6.82 -3.85 -4.59 -0.309
Cl -5.60 -1.84 -2.41 -0.035
C 1.38 0.55 0.54 -0.624
C -4.98 0.54 4.36 0.755
O 5.04 -3.68 -5.97 -0.678
C -3.19 4.51 5.14 0.702
Br -10.56 -0.74 -1.21 0.269
H 9.98 -5.96 -8.27 0.228
Si -1.52 -0.01 2.15 0.409
H -0.26 0.97 -1.04 0.359
O 3.72 -1.83 1.28 -0.274
Cl -8.26 -0.70 -2.64 0.025
H -4.17 -2.17 -0.32 -0.232
H -4.85 -0.96 3.64 0.351
H -3.97 3.04 5.09 0.369
H 7.75 -3.27 -8.43 0.171
S 2.28 -2.26 0.90 0.960
C 5.65 -3.33 -4.97 0.719
Al 4.76 -0.86 0.08 0.553
Cl -6.76 -0.38 -0.17 -0.035
Cl 1.14 2.37 1.83 -0.023
H -2.15 1.62 0.32 0.251
C -6.64 -0.47 -1.95 0.428
Cl -5.93 1.04 -2.57 -0.037
C 0.10 1.39 0.01 -0.950
H 0.45 2.51 -0.21 0.476
F 7.33 -4.13 -2.27 -0.372
H -7.60 10.71 8.51 0.332
O 7.76 -6.18 -7.19 -0.563
H -1.14 2.52 1.64 0.601
O -3.95 0.60 3.64 -0.478
Al -5.76 5.64 5.77 0.682
C 8.17 -5.20 -7.79 0.731
H 0.26 -1.35 -0.35 0.040
C 1.36 -0.98 -0.12 -0.656
O 4.22 -1.66 -4.09 -0.656
H -0.30 -0.85 2.29 -0.039
Br -5.71 10.28 6.94 -0.016
H -1.87 -2.63 0.00 -0.129
O -2.94 -0.96 1.74 -0.033
Si -2.90 -1.56 0.09 0.632
Br -6.00 9.61 10.07 0.017
O -2.41 5.38 4.70 -0.607
Br -8.05 8.32 7.95 -0.045
N 9.39 -5.14 -8.36 -0.398
H -2.49 -0.45 -0.78 -0.177
N 7.43 -4.09 -7.94 -0.310
C -1.18 1.50 1.02 -0.698
H 1.57 0.56 1.70 0.565
H 6.50 -4.09 -7.53 0.230
O -3.92 4.49 6.17 -0.674
Cl 2.42 -3.99 -0.32 -0.081
C 5.24 -2.32 -4.03 0.451
F 8.48 -2.48 -3.55 -0.353
H 1.91 -0.91 -1.17 0.531
H -1.76 0.53 3.51 -0.130
H 2.35 1.06 0.06 0.534
O 1.55 -2.69 2.21 -0.459
O 6.15 -2.21 -3.06 -0.315
H 9.73 -4.34 -8.85 0.160
B 7.22 -3.17 -3.35 0.510
O -5.52 1.37 5.11 -0.573
O -5.54 -0.66 4.26 -0.504
```